# 1
Density functional theory data (ωB97M-V with the def2-TZVPD basis set) for a 5-piece molecular cluster, C33H71BrN5 overall.

Geometry as XYZ:
```
110
C33H71BrN5 ωB97M-V with the def2-TZVPD basis set
C -3.69 6.15 3.46
C -2.81 5.64 2.22
N -2.44 6.57 1.10
C -2.89 7.80 0.73
C -2.07 8.35 -0.28
N -1.30 7.33 -0.73
C -1.46 6.28 0.19
C -0.43 7.42 -1.88
H -3.74 5.48 4.32
H -4.74 6.34 3.22
H -3.15 6.99 3.90
H -3.39 4.79 1.85
H -1.97 5.07 2.60
H -3.78 8.13 1.25
H -2.13 9.36 -0.67
H -0.94 5.34 0.11
H 0.20 8.31 -1.84
H -1.01 7.57 -2.78
H 0.11 6.47 -1.97
C -6.65 0.38 3.12
C -5.79 -0.24 2.03
C -6.03 0.01 0.51
C -4.97 -0.71 -0.40
N -4.99 -0.16 -1.88
C -3.69 -0.59 -2.65
C -3.21 0.63 -3.39
C -4.27 1.73 -3.19
C -5.01 1.38 -1.98
C -6.29 -0.76 -2.48
H -7.69 0.12 2.91
H -6.57 1.47 3.06
H -6.33 0.08 4.11
H -5.92 -1.31 2.23
H -4.73 -0.05 2.20
H -6.03 1.09 0.34
H -6.95 -0.44 0.14
H -5.13 -1.78 -0.43
H -3.96 -0.46 -0.07
H -4.04 -1.39 -3.30
H -2.86 -0.91 -2.02
H -3.12 0.35 -4.44
H -2.24 0.89 -2.98
H -4.97 1.88 -4.01
H -3.81 2.70 -3.00
H -5.94 1.94 -1.91
H -4.41 1.66 -1.11
H -6.23 -0.82 -3.56
H -7.14 -0.18 -2.12
H -6.22 -1.81 -2.20
C 3.23 -3.19 4.55
C 3.39 -3.66 3.15
C 2.44 -4.66 2.68
C 1.02 -3.99 2.51
N -0.11 -5.05 2.52
C -0.27 -5.91 3.76
C -1.74 -5.85 4.06
C -2.53 -5.15 2.94
C -1.48 -4.34 2.22
C 0.17 -5.95 1.28
H 2.23 -3.41 4.94
H 3.48 -2.13 4.58
H 4.02 -3.69 5.11
H 4.41 -4.02 2.99
H 3.34 -2.82 2.46
H 2.37 -5.50 3.37
H 2.87 -5.22 1.85
H 0.86 -3.29 1.69
H 0.74 -3.51 3.45
H 0.08 -6.92 3.55
H 0.30 -5.38 4.53
H -2.12 -6.87 4.16
H -2.02 -5.28 4.95
H -2.97 -5.98 2.38
H -3.38 -4.61 3.36
H -1.62 -4.21 1.15
H -1.34 -3.33 2.61
H 0.51 -5.36 0.42
H -0.68 -6.61 1.11
H 1.02 -6.60 1.53
C 9.46 -0.89 -0.66
C 8.31 -1.22 -1.70
C 7.26 -0.07 -1.68
C 5.98 -0.39 -2.43
N 5.04 0.79 -2.71
C 5.55 1.63 -3.83
C 4.97 1.06 -5.07
C 3.91 0.04 -4.75
C 3.70 0.18 -3.26
C 4.81 1.62 -1.44
H 9.79 0.15 -0.76
H 10.33 -1.53 -0.82
H 9.20 -1.11 0.37
H 7.82 -2.15 -1.43
H 8.70 -1.29 -2.72
H 7.68 0.94 -1.75
H 7.00 -0.08 -0.62
H 5.38 -1.11 -1.88
H 6.16 -0.87 -3.40
H 5.01 2.56 -3.72
H 6.63 1.74 -3.77
H 4.64 1.93 -5.62
H 5.65 0.65 -5.82
H 2.97 0.12 -5.30
H 4.22 -1.01 -4.82
H 2.95 0.91 -2.95
H 3.38 -0.69 -2.69
H 4.37 0.99 -0.67
H 4.10 2.40 -1.70
H 5.69 2.16 -1.09
Br -0.07 0.99 0.51
```

Calculated values
* charge: +3
* E_HOMO: -0.4655 Ha
* DFT total energy: -112840.2084 eV


# 2
Density functional theory data (ωB97M-V with the def2-TZVPD basis set) for a 4-piece molecular cluster, C33H71ClFN3O15P3 overall.

Geometry as XYZ:
```
127
C33H71ClFN3O15P3 ωB97M-V with the def2-TZVPD basis set
C 0.50 -0.76 2.41
C 0.30 0.13 1.15
O 0.20 -0.68 -0.06
C 0.07 0.09 -1.17
F -0.23 1.43 -0.95
C -0.98 -0.29 -2.27
N -0.42 -0.84 -3.28
C 1.10 -1.00 -3.13
C 1.58 -0.89 -4.61
C 3.11 -1.07 -4.87
C 4.08 -0.30 -3.93
C 4.16 1.24 -4.19
N 5.63 1.60 -4.21
C 5.78 3.02 -4.06
C 6.08 3.68 -2.70
O 5.69 3.73 -5.01
N 1.16 -2.29 -2.42
C 0.34 -3.35 -3.03
C 2.51 -2.72 -2.11
C 3.29 -2.23 -0.88
O 3.04 -3.53 -2.80
C 1.35 0.20 -2.17
Cl 1.00 1.77 -3.03
H 1.31 -0.39 3.06
H 0.71 -1.82 2.13
H -0.40 -0.80 3.05
H -0.61 0.73 1.33
H 1.14 0.84 1.12
H -2.06 -0.11 -2.16
H -1.01 -1.16 -4.05
H 1.28 0.08 -5.06
H 1.07 -1.66 -5.22
H 3.30 -0.67 -5.89
H 3.42 -2.13 -4.91
H 5.10 -0.70 -4.14
H 3.91 -0.47 -2.85
H 3.75 1.78 -3.32
H 3.71 1.56 -5.14
H 5.98 1.18 -3.35
H 5.44 3.31 -1.88
H 7.13 3.45 -2.43
H 6.00 4.78 -2.74
H 0.17 -3.24 -4.12
H -0.66 -3.31 -2.55
H 0.72 -4.36 -2.81
H 2.77 -1.41 -0.35
H 4.31 -1.93 -1.13
H 3.36 -3.07 -0.16
H 2.29 0.18 -1.61
O -3.60 -0.06 -5.45
P -5.07 0.03 -5.84
O -4.94 -0.77 -7.28
C -4.67 -2.16 -7.28
C -5.87 -2.97 -6.82
O -4.96 1.58 -6.38
C -4.12 2.51 -5.68
C -2.83 2.72 -6.46
O -6.72 0.10 -5.99
C -7.44 0.90 -6.94
C -7.41 0.36 -8.35
H -3.79 -2.38 -6.66
H -4.41 -2.44 -8.30
H -6.12 -2.74 -5.78
H -5.67 -4.04 -6.90
H -6.75 -2.73 -7.42
H -3.91 2.17 -4.67
H -4.66 3.45 -5.60
H -2.36 1.76 -6.72
H -2.12 3.31 -5.89
H -3.03 3.23 -7.40
H -7.13 1.94 -6.91
H -8.48 0.89 -6.59
H -6.44 0.52 -8.82
H -8.16 0.88 -8.96
H -7.62 -0.71 -8.37
O -0.47 -3.55 4.81
P -0.93 -4.38 5.99
O -2.56 -4.27 5.74
C -3.12 -4.91 4.60
C -3.12 -6.42 4.74
O -0.72 -3.20 7.12
C 0.39 -2.31 7.01
C -0.04 -0.98 6.46
O -1.11 -5.52 7.18
C -1.66 -5.28 8.48
C -3.17 -5.12 8.50
H -2.58 -4.61 3.70
H -4.14 -4.55 4.51
H -2.10 -6.81 4.79
H -3.63 -6.89 3.89
H -3.63 -6.73 5.66
H 1.18 -2.74 6.39
H 0.80 -2.19 8.02
H -0.62 -1.09 5.54
H 0.83 -0.34 6.25
H -0.69 -0.46 7.17
H -1.17 -4.45 8.98
H -1.41 -6.16 9.07
H -3.47 -4.15 8.10
H -3.53 -5.17 9.53
H -3.65 -5.90 7.92
O 4.94 4.81 4.38
P 3.63 4.08 4.31
O 2.64 5.31 3.83
C 2.82 5.86 2.53
C 2.36 4.90 1.44
O 3.33 4.06 5.93
C 4.41 3.95 6.87
C 4.66 5.30 7.51
O 2.44 2.93 4.08
C 1.27 2.78 4.88
C 0.20 3.83 4.63
H 3.87 6.13 2.38
H 2.23 6.77 2.49
H 2.96 3.99 1.44
H 2.43 5.37 0.46
H 1.32 4.59 1.61
H 5.31 3.56 6.39
H 4.11 3.23 7.63
H 4.77 6.09 6.77
H 5.56 5.27 8.13
H 3.82 5.58 8.15
H 1.51 2.71 5.94
H 0.85 1.81 4.61
H 0.48 4.79 5.06
H -0.74 3.53 5.09
H 0.04 3.97 3.56
```

Calculated values
* charge: +1
* E_HOMO: -0.4279 Ha
* DFT total energy: -113652.0426 eV